Density functional theory data (ωB97M-V/def2-TZVPD) for an isolated ion of composition C4H10N3O and charge +1.

The geometry in ORCA input format:
```
! RIJCOSX wB97M-V def2-TZVPD def2/J DEFGRID3
* xyz 1 1
C 0.7488 -0.7451 -1.8789
C 0.7656 -1.2275 -0.5321
N 0.1684 -0.6801 0.4914
N -0.3489 0.6477 0.6228
C 0.3385 1.8794 0.2665
C -1.5017 0.7189 1.3699
N -1.7052 -0.7135 1.9161
O -2.2494 1.6289 1.6229
H 0.5706 0.3003 -2.0191
H 0.0408 -1.3465 -2.5417
H 1.6495 -1.0824 -2.3596
H 1.1867 -2.2472 -0.3485
H -0.2466 2.4149 -0.4935
H 0.4570 2.4410 1.3131
H 1.3601 1.7642 -0.0461
H -2.5891 -1.0102 1.6359
H -1.6008 -0.8353 2.8635
H -0.9378 -1.3154 1.3500
*
```

Its HOMO-LUMO gap is 0.36880 Ha. The SMILES is C/C=N\N(C)C([NH3+])=O. For the molecular weight, the calculation gives 116.144 g mol⁻¹. The calculation puts the HOMO energy at -13.7 eV. The energy relative to the best compared isomer or geometry (same formula, charge and spin) comes out at 52.3 kcal per mole.


Density functional theory data (ωB97M-V/def2-TZVPD) for a 2-piece molecular cluster, CH3O2S overall.

The geometry in ORCA input format:
```
! RIJCOSX wB97M-V def2-TZVPD def2/J DEFGRID3
* xyz -1 3
C 0.5404 -0.0248 -0.2544
O -3.0531 1.1450 -0.1140
O -1.1823 -2.0029 -0.1303
S -1.0626 -0.5540 0.1146
H 0.5752 1.0620 -0.2306
H 0.8777 -0.4055 -1.2130
H -0.9368 -0.4553 1.5364
*
```

Its HOMO-LUMO gap (alpha / beta) is 0.27018 / 0.21850 Ha. For the molecular weight, the calculation gives 79.100 g mol⁻¹. The calculation puts the HOMO energy (alpha / beta) at -3.1 / -2.5 eV. The energy relative to the best compared isomer or geometry (same formula, charge and spin) comes out at 88.6 kcal per mole.


Density functional theory data (ωB97M-V/def2-TZVPD) for a 3-piece molecular cluster, C4H13NO3 overall.

The geometry in ORCA input format:
```
! RIJCOSX wB97M-V def2-TZVPD def2/J DEFGRID3
* xyz 1 2
C -0.3416 -1.0066 -0.6313
C -1.2508 -1.6043 -1.7323
C -0.9812 -0.5637 0.6217
N -1.8378 -1.3024 1.2675
C -2.2687 -0.9412 2.6500
O -0.7134 0.5893 1.0908
H 0.1955 -0.2171 -1.1698
H 0.5508 -1.5463 -0.3046
H -1.6826 -0.7284 -2.2099
H -0.5855 -2.1008 -2.4073
H -2.0271 -2.2892 -1.4010
H -2.2010 -2.1043 0.8425
H -1.7908 0.0074 2.9009
H -2.1042 -1.7711 3.3122
H -3.3030 -0.6019 2.5682
H 1.7178 2.8477 1.5889
H 1.0750 1.9344 0.5478
O 1.7286 2.6281 0.6505
H 5.1806 3.6772 -2.6511
H 5.3866 2.2451 -2.3939
O 5.2527 2.8483 -3.1399
*
```

Its HOMO-LUMO gap (alpha / beta) is 0.33460 / 0.15387 Ha. For the molecular weight, the calculation gives 123.152 g mol⁻¹. The calculation puts the HOMO energy (alpha / beta) at -13.2 / -13.2 eV. The energy relative to the best compared isomer or geometry (same formula, charge and spin) comes out at 39.2 kcal per mole.


Density functional theory data (ωB97M-V/def2-TZVPD) for one molecule with the formula C2H3N3O2.

The geometry in ORCA input format:
```
! RIJCOSX wB97M-V def2-TZVPD def2/J DEFGRID3
* xyz 0 1
N 0.7394 -0.1496 -1.8949
C 0.0215 0.2738 -0.7852
N -0.2994 1.4929 -0.3071
O -0.6792 1.2538 0.9601
N -0.8699 -0.1271 1.2942
C 0.0100 -0.7747 0.4257
O 0.7975 -1.8588 0.2789
H 1.6145 0.6956 -2.1495
H 1.1830 -1.1201 -1.5149
H -0.9229 -0.2436 2.2644
*
```

Its HOMO-LUMO gap is 0.33652 Ha. The SMILES is Nc1no[nH]c1=O. For the molecular weight, the calculation gives 101.065 g mol⁻¹. The calculation puts the HOMO energy at -9.2 eV. The energy relative to the best compared isomer or geometry (same formula, charge and spin) comes out at 135.1 kcal per mole.


Density functional theory data (ωB97M-V/def2-TZVPD) for one molecule with the formula C12H13NO3S.

The geometry in ORCA input format:
```
! RIJCOSX wB97M-V def2-TZVPD def2/J DEFGRID3
* xyz 0 1
C -4.1038 -0.9912 1.0375
C -3.1712 0.0742 0.5958
O -1.8257 -0.2968 -0.0314
C -1.7277 -0.6525 -1.0923
O -2.6252 -0.4335 -1.7743
C -0.3324 -1.3838 -1.6037
N 0.7632 -0.8486 -0.7511
C 1.3906 -1.6993 -0.0112
O 1.3302 -3.0992 0.0236
C 2.7098 -1.2130 0.7712
S 1.9320 0.1320 1.8173
C 1.2678 1.2073 0.7851
C 1.1260 2.6719 0.8396
C 0.7376 3.4099 -0.1031
C 0.2635 2.6426 -1.4443
C 0.3399 1.3820 -1.4196
C 0.8478 0.5727 -0.6076
H -3.5903 -1.8553 1.6668
H -4.8897 -0.4733 1.5229
H -4.3715 -1.4863 0.1180
H -3.5528 0.6530 -0.1684
H -2.7950 0.6829 1.4861
H -0.2725 -1.2667 -2.5907
H -0.4836 -2.2623 -1.3264
H 3.2777 -0.5132 0.0411
H 3.0119 -2.0029 1.4786
H 1.6717 2.7475 1.5575
H 0.7315 4.3952 0.1517
H -0.0203 3.3063 -2.1029
H 0.0778 0.9483 -2.2862
*
```

Its HOMO-LUMO gap is 0.28173 Ha. The SMILES is CCOC(=O)CN1C(=O)CSc2ccccc21. For the molecular weight, the calculation gives 251.307 g mol⁻¹. The calculation puts the HOMO energy at -7.8 eV. The energy relative to the best compared isomer or geometry (same formula, charge and spin) comes out at 260.0 kcal per mole.


Density functional theory data (ωB97M-V/def2-TZVPD) for a 2-piece molecular cluster, C3H7O2S overall.

The geometry in ORCA input format:
```
! RIJCOSX wB97M-V def2-TZVPD def2/J DEFGRID3
* xyz -1 1
C -0.3349 -0.0362 1.5496
S -1.8340 0.8191 1.0803
C -1.2596 1.7697 -0.4198
H -0.3928 -0.7600 2.3591
H -0.0102 -0.6909 0.6182
H 0.3642 0.7817 1.8736
H -0.1756 1.8936 -0.7208
H -1.6599 2.8594 -0.4124
H -2.0472 1.4874 -1.2085
O 2.5444 -1.8160 -1.9143
C 1.5751 -1.4154 -1.2629
O 1.5694 -0.5377 -0.2585
H 0.4706 -1.7557 -1.6119
*
```

Its HOMO-LUMO gap is 0.26971 Ha. For the molecular weight, the calculation gives 107.154 g mol⁻¹. The calculation puts the HOMO energy at -4.0 eV. The energy relative to the best compared isomer or geometry (same formula, charge and spin) comes out at 47.1 kcal per mole.


Density functional theory data (ωB97M-V/def2-TZVPD) for C38H51BBrKN9O8P2S3 as an isolated structure.

The geometry in ORCA input format:
```
! RIJCOSX wB97M-V def2-TZVPD def2/J DEFGRID3
* xyz -1 1
K -10.6851 16.5707 14.5418
C -11.6178 12.1085 12.8816
C -10.5965 12.1149 13.9651
C -10.9520 11.4633 15.1557
C -10.0983 11.4942 16.2988
N -8.8353 11.7575 16.1519
N -8.4577 12.3771 14.9984
B -7.1063 12.9205 15.0684
N -6.4254 12.6515 16.3956
N -6.0170 11.3888 16.7414
C -5.0715 11.3096 17.6335
C -4.4245 12.4785 18.1529
C -4.8838 13.7368 17.8917
C -4.1469 15.0326 18.3381
C -5.9674 13.7819 16.9552
S -6.8985 15.0895 16.1945
C -4.6703 9.8750 18.0166
C -4.4260 9.8004 19.5534
C -3.3586 9.6109 17.2496
C -5.7980 8.9690 17.6094
N -6.1812 13.0305 13.8852
N -6.2021 11.8665 13.1650
C -5.5899 11.8884 12.0325
C -4.6615 12.9368 11.6329
C -4.6414 14.0809 12.3773
C -3.8098 15.2373 11.8850
C -5.4779 14.1308 13.5260
S -5.8360 15.6033 14.3541
C -5.9322 10.7536 11.1177
C -6.9272 11.3840 10.1022
C -6.6452 9.5960 11.8382
C -4.6545 10.2500 10.3376
C -9.3080 12.7254 13.9258
S -8.9116 13.7356 12.6226
C -10.5029 10.8610 17.6157
C -9.8959 11.6324 18.7866
C -10.0424 9.3605 17.5721
C -12.0096 10.8745 17.7185
H -11.8269 11.0493 12.5734
H -11.2508 12.6739 12.0281
H -12.5617 12.5002 13.2229
H -11.9733 11.0214 15.2672
H -3.4622 12.3205 18.6526
H -4.5078 15.8672 17.7336
H -3.0472 14.9131 18.1950
H -4.3016 15.2741 19.3859
H -4.0404 10.7422 19.8697
H -3.5986 9.0721 19.7516
H -5.3403 9.6389 20.1150
H -2.4779 10.1518 17.6427
H -3.3834 9.8500 16.1759
H -3.1757 8.5514 17.4091
H -6.6776 9.1368 18.2455
H -5.4463 7.9538 17.8158
H -6.0340 9.0113 16.5381
H -3.8591 12.7595 10.8804
H -3.1346 14.8829 11.0917
H -3.1228 15.6820 12.6615
H -4.3490 16.1270 11.4574
H -7.6205 12.0228 10.6504
H -7.5052 10.6345 9.4955
H -6.3790 12.0285 9.3780
H -7.6118 9.9497 12.2835
H -6.0956 9.0285 12.6034
H -6.8962 8.8310 11.0344
H -4.4122 10.9687 9.5032
H -4.8607 9.3149 9.7708
H -3.7163 10.1642 10.9692
H -8.7718 11.7946 18.6362
H -10.1752 11.1697 19.7359
H -10.2745 12.6675 18.7909
H -8.9775 9.2697 17.3932
H -10.6249 8.8312 16.7795
H -10.3571 8.7732 18.4851
H -12.3425 11.8996 17.7561
H -12.2522 10.3848 18.6586
H -12.4310 10.2708 16.9163
O -14.7663 17.3477 16.7386
P -13.3216 17.0798 16.0785
O -12.5362 18.3822 15.9100
O -13.5849 16.2252 14.8818
O -12.4039 16.2817 17.1909
P -11.8695 14.7358 17.1788
O -12.9450 13.8680 16.3416
O -11.9256 14.4065 18.6166
O -10.5244 14.8099 16.4236
H -14.8496 18.1014 17.2973
H -13.3458 14.5362 15.7161
Br -9.9782 22.1276 13.3680
C -11.1248 21.7171 11.9687
C -11.3252 20.3970 11.5659
C -12.2466 20.1679 10.5473
C -12.8300 21.2966 9.9207
N -12.6064 22.5240 10.3134
C -11.7503 22.7849 11.2833
H -10.8196 19.5606 12.0370
H -12.3895 19.1793 10.1170
H -13.5235 21.2110 9.0928
H -11.4893 23.8214 11.5347
N -8.0306 22.5659 20.2226
C -9.2726 22.0421 19.9913
O -10.3044 22.2649 20.6254
C -9.2997 20.9929 18.9175
C -8.1531 20.4373 18.2991
C -8.3290 19.4652 17.3416
N -9.4857 18.9744 16.9464
C -10.5494 19.4832 17.5862
C -10.5034 20.5152 18.5095
H -7.9063 23.2797 20.8916
H -7.2534 22.3290 19.6855
H -7.1537 20.6335 18.6149
H -7.4165 19.0119 16.8790
H -11.5317 19.1652 17.2934
H -11.4474 20.8681 18.8520
*
```

Its HOMO-LUMO gap (alpha / beta) is 0.20692 / 0.18745 Ha. For the molecular weight, the calculation gives 1049.844 g mol⁻¹. The calculation puts the HOMO energy (alpha / beta) at -4.1 / -3.7 eV. The energy relative to the best compared isomer or geometry (same formula, charge and spin) comes out at 64.0 kcal per mole.


Density functional theory data (ωB97M-V/def2-TZVPD) for one molecule with the formula C2H2F2.

The geometry in ORCA input format:
```
! RIJCOSX wB97M-V def2-TZVPD def2/J DEFGRID3
* xyz 0 1
C 0.7854 -0.0966 -0.1139
C -0.5283 -0.0947 -0.1114
F -1.2911 1.0929 -0.0566
F -1.4540 -0.9868 -0.0225
H 1.2918 -0.9583 0.0421
H 1.1962 1.0436 0.2624
*
```

Its HOMO-LUMO gap is 0.41724 Ha. The SMILES is C=C(F)F. For the molecular weight, the calculation gives 64.034 g mol⁻¹. The calculation puts the HOMO energy at -10.4 eV. The energy relative to the best compared isomer or geometry (same formula, charge and spin) comes out at 23.4 kcal per mole.


Among the records above, which one has the highest energy relative to the best compared isomer or geometry (same formula, charge and spin)?
C12H13NO3S


Among the records above, which one has the lowest energy relative to the best compared isomer or geometry (same formula, charge and spin)?
C2H2F2


Look up the molecular weight of the sixth one.
107.154 g mol⁻¹